{
  "formula": "C26H29N3O5",
  "method": "ωB97M-V with the def2-TZVPD basis set",
  "species": ["O", "O", "O", "O", "O", "N", "N", "N", "C", "C", "C", "C", "C", "C", "C", "C", "C", "C", "C", "C", "C", "C", "C", "C", "C", "C", "C", "C", "C", "C", "C", "C", "C", "C", "H", "H", "H", "H", "H", "H", "H", "H", "H", "H", "H", "H", "H", "H", "H", "H", "H", "H", "H", "H", "H", "H", "H", "H", "H", "H", "H", "H", "H"],
  "xyz": [[-0.27, -0.39, -2.33], [-1.17, -1.90, 6.26], [2.82, -2.69, -0.54], [-0.57, -3.80, 0.24], [3.30, 2.15, -1.74], [-1.20, -1.68, -0.14], [2.57, 0.08, -2.26], [0.11, 1.78, -1.86], [-0.94, -2.74, 0.69], [-1.58, -3.36, 4.35], [-3.37, 1.83, 0.51], [-3.66, 0.69, 1.24], [-2.95, -0.48, 1.03], [-1.05, -2.50, 2.16], [2.38, -3.13, 0.64], [-0.90, 3.22, -4.69], [-1.16, -2.17, 4.93], [-1.91, -0.52, 0.10], [3.63, -0.64, -1.59], [2.25, 3.43, -4.51], [2.38, -2.13, 1.56], [-2.36, 1.80, -0.43], [-0.61, -1.31, 2.74], [-0.66, -1.15, 4.11], [3.13, -1.38, -0.40], [-0.54, 0.61, -1.67], [1.28, 3.38, -3.33], [-1.52, -3.52, 2.97], [2.47, 1.42, -2.23], [-0.07, 4.01, -3.68], [-1.61, 0.64, -0.64], [2.87, -0.99, 0.88], [-1.64, -2.89, 7.14], [1.15, 1.92, -2.86], [-0.66, 4.14, -2.77], [-1.55, -2.46, 8.14], [-0.84, -1.77, -1.09], [-1.96, -4.17, 4.95], [-1.83, -4.45, 2.52], [-0.20, -0.52, 2.13], [1.91, 2.80, -5.33], [-3.94, 2.73, 0.66], [3.02, -0.01, 1.29], [2.07, -4.16, 0.70], [1.76, -0.46, -2.55], [4.09, -1.35, -2.29], [3.23, 3.09, -4.19], [2.08, -2.19, 2.59], [-4.47, 0.70, 1.96], [-3.21, -1.37, 1.57], [0.12, 5.00, -4.08], [-0.35, 3.07, -5.62], [0.00, 2.53, -1.20], [-2.68, -3.14, 6.95], [-0.31, -0.25, 4.58], [-2.17, 2.67, -1.03], [1.72, 3.95, -2.51], [-1.03, -3.80, 7.09], [-1.18, 2.24, -4.29], [2.35, 4.45, -4.87], [4.37, 0.11, -1.29], [0.89, 1.27, -3.70], [-1.82, 3.76, -4.92]],
  "smiles": "CC[C@H](C)[C@H](NC(=O)c1ccccc1NC(=O)c1ccc(OC)cc1)C(=O)NCc1ccco1",
  "lumo_ev": 0.37,
  "orbital_gap_ha": 0.3181
}

{
  "formula": "C31H34As2N5RuS3",
  "method": "ωB97M-V with the def2-TZVPD basis set",
  "species": ["Ru", "As", "As", "S", "S", "S", "N", "N", "N", "N", "N", "C", "C", "C", "C", "C", "C", "C", "C", "C", "C", "C", "C", "C", "C", "C", "C", "C", "C", "C", "C", "C", "C", "C", "C", "C", "C", "C", "C", "C", "C", "C", "H", "H", "H", "H", "H", "H", "H", "H", "H", "H", "H", "H", "H", "H", "H", "H", "H", "H", "H", "H", "H", "H", "H", "H", "H", "H", "H", "H", "H", "H", "H", "H", "H", "H"],
  "xyz": [[-1.53, 0.48, 0.00], [0.32, 0.81, -1.78], [-1.95, -1.57, -1.29], [-5.66, 1.26, -1.94], [-2.68, 1.18, -1.99], [-3.93, 0.52, 0.38], [-1.84, -1.20, 1.77], [-1.66, 2.65, 0.72], [-0.42, 3.22, 0.70], [0.24, 0.51, 1.45], [-0.85, -2.07, 2.07], [2.59, 5.01, 4.17], [2.25, 0.88, -1.59], [1.03, -0.64, 1.42], [-1.29, -3.04, 2.91], [1.24, -3.07, 1.45], [1.10, 4.00, 2.40], [-1.66, 4.49, -0.60], [1.02, -0.75, -4.14], [2.59, -3.02, 1.16], [-2.91, -1.66, 2.41], [-2.40, 3.44, -0.06], [-2.62, -2.82, 3.14], [0.49, -1.91, 1.61], [-1.08, -2.54, -3.88], [1.98, 3.83, 3.44], [-0.24, -2.62, -4.98], [0.52, 2.92, 1.73], [-1.43, -3.33, -0.65], [0.80, 1.60, 2.08], [3.39, -4.28, 0.92], [3.17, -1.76, 1.06], [-0.87, -1.57, -2.90], [0.16, -0.66, -3.05], [-4.22, 1.00, -1.22], [2.25, 2.52, 3.83], [2.42, -0.61, 1.19], [1.67, 1.45, 3.18], [0.83, -1.73, -5.10], [-0.39, 4.31, -0.09], [0.17, 2.30, -3.03], [-3.70, -1.99, -1.98], [0.76, -4.03, 1.56], [2.97, -5.13, 1.46], [-3.45, 3.23, -0.17], [1.51, -1.80, -5.94], [-2.00, -3.58, 0.24], [0.73, 2.05, -3.93], [1.88, 0.44, 3.53], [2.65, -0.09, -1.31], [0.82, 5.01, 2.09], [3.40, -4.54, -0.14], [-0.41, -3.36, -5.75], [-1.90, -3.24, -3.79], [1.85, -0.06, -4.25], [-3.96, -1.29, -2.78], [-1.62, -4.06, -1.43], [2.69, 5.87, 3.50], [1.97, 5.31, 5.01], [-3.28, -3.39, 3.77], [4.43, -4.15, 1.24], [2.70, 1.23, -2.52], [-0.87, 2.49, -3.29], [-2.00, 5.24, -1.29], [4.24, -1.67, 0.88], [0.51, 4.88, -0.22], [0.59, 3.19, -2.56], [-0.62, -3.79, 3.28], [-3.85, -1.13, 2.33], [-4.44, -1.89, -1.18], [-3.70, -3.01, -2.35], [2.90, 0.35, 1.11], [2.49, 1.60, -0.80], [-0.37, -3.32, -0.41], [2.91, 2.33, 4.67], [3.58, 4.76, 4.56]],
  "s_squared": 0.7579,
  "multiplicity": 2,
  "lumo_ev": [0.23, -0.01],
  "orbital_gap_ha": [0.2522, 0.2463]
}

{
  "formula": "C30H55BN4O8S",
  "method": "ωB97M-V with the def2-TZVPD basis set",
  "species": ["S", "O", "O", "O", "O", "O", "O", "O", "O", "N", "N", "N", "N", "C", "C", "C", "C", "C", "C", "C", "C", "C", "C", "C", "C", "C", "C", "C", "C", "C", "C", "C", "C", "C", "C", "C", "C", "C", "C", "C", "C", "C", "C", "B", "H", "H", "H", "H", "H", "H", "H", "H", "H", "H", "H", "H", "H", "H", "H", "H", "H", "H", "H", "H", "H", "H", "H", "H", "H", "H", "H", "H", "H", "H", "H", "H", "H", "H", "H", "H", "H", "H", "H", "H", "H", "H", "H", "H", "H", "H", "H", "H", "H", "H", "H", "H", "H", "H", "H"],
  "xyz": [[-3.86, 0.84, -0.14], [-0.65, 2.08, -3.21], [3.08, -0.04, -2.59], [-2.74, -2.06, 5.97], [1.20, 1.15, -7.24], [7.33, 0.19, -4.18], [2.45, -1.63, 2.32], [-4.52, -1.14, 10.04], [2.17, -2.71, 0.12], [-3.75, 0.36, 7.40], [6.01, 0.24, -1.50], [0.18, 3.58, -5.83], [-3.30, -1.11, 2.09], [7.45, 1.60, -4.29], [-3.97, 0.90, 8.75], [7.89, -0.34, -2.98], [-1.01, 0.53, -0.64], [4.80, -0.20, -0.81], [3.76, 0.08, -3.83], [-3.94, -2.29, 5.25], [-2.11, -0.79, 1.30], [3.72, -0.90, -1.65], [-3.65, -0.03, 9.93], [0.32, -1.06, 0.80], [-4.15, -2.27, 9.26], [0.02, 0.92, -7.98], [1.73, 2.46, -7.40], [0.24, 3.19, -3.31], [-6.78, -2.24, -0.46], [6.80, -0.86, -2.06], [-0.83, -1.43, 1.63], [-4.43, -1.50, 1.27], [-2.36, 0.05, 7.11], [-2.23, -0.74, 5.81], [-4.87, -0.66, 0.13], [-5.19, -2.73, 1.48], [-2.18, 0.17, 0.17], [1.58, 3.26, -6.10], [-0.28, 0.95, -4.00], [-6.33, -3.12, 0.64], [0.27, -0.11, -0.31], [-0.05, 4.12, -4.49], [-6.03, -1.00, -0.71], [1.72, -1.80, 1.13], [-1.10, 4.40, -4.45], [-2.71, -0.21, 4.97], [-2.60, -0.34, 9.96], [-4.16, -3.36, 5.30], [-4.78, -1.75, 5.70], [-4.51, -3.16, 9.77], [1.33, -3.03, -0.26], [2.79, 2.35, -7.61], [-4.65, -2.23, 8.29], [-3.54, -0.22, 2.56], [0.81, 0.86, -4.11], [3.02, 0.28, -4.61], [-1.12, 1.25, -1.50], [-1.79, 0.99, 7.01], [-0.83, 1.47, -7.56], [-5.02, 1.17, 8.81], [6.17, -1.54, -2.64], [-1.17, -0.84, 5.57], [2.02, 2.65, -5.30], [-0.38, 2.74, -5.94], [-0.75, -2.16, 2.48], [-3.07, -2.35, 9.13], [-4.30, -0.48, 7.30], [-6.32, -0.30, -1.53], [7.15, 1.88, -5.30], [-3.83, -2.01, 4.20], [-6.90, -4.07, 0.78], [2.74, -2.53, 2.56], [2.93, -1.21, -0.96], [-3.81, 0.56, 10.84], [4.35, 0.69, -0.36], [1.27, 2.99, -8.24], [-0.21, -0.15, -7.93], [-4.88, -3.39, 2.33], [1.16, 0.14, -0.93], [-3.39, 1.82, 8.86], [4.07, -1.81, -2.12], [-1.90, -0.55, 7.90], [0.07, 3.77, -2.40], [5.74, 0.86, -2.25], [0.15, 1.19, -9.03], [-0.76, 1.00, -4.97], [7.26, -1.42, -1.24], [8.53, -1.18, -3.28], [-0.65, 0.06, -3.49], [4.44, 0.94, -3.81], [2.16, 4.18, -6.19], [8.48, 1.91, -4.14], [8.53, 0.39, -2.48], [1.28, 2.86, -3.27], [4.31, -0.82, -4.10], [0.53, 5.04, -4.37], [-7.64, -2.54, -1.10], [6.80, 2.11, -3.58], [5.08, -0.86, 0.02]],
  "smiles": "OB(O)c1ccc2c(c1)Nc1ccccc1S2.COCCNCCOC.COCCNCCOC.COCCNCCOC",
  "lumo_ev": 0.40,
  "orbital_gap_ha": 0.3174
}

{
  "formula": "C7H10O2",
  "method": "ωB97M-V with the def2-TZVPD basis set",
  "species": ["O", "O", "C", "C", "C", "C", "C", "C", "C", "H", "H", "H", "H", "H", "H", "H", "H", "H", "H"],
  "xyz": [[-1.29, -1.11, 0.54], [1.98, 0.45, 0.49], [-0.74, 1.21, 0.73], [1.03, -0.43, 0.00], [0.18, 0.22, -1.41], [1.47, -1.82, -0.39], [-0.38, -0.08, 0.37], [-2.02, 1.55, 1.41], [0.08, 0.41, -2.59], [2.23, -1.74, -1.17], [0.00, 1.99, 0.62], [-0.80, -1.92, 0.67], [2.75, 0.44, -0.09], [-1.82, 2.03, 2.37], [1.87, -2.33, 0.49], [0.67, -2.42, -0.82], [-2.61, 0.65, 1.58], [-2.60, 2.25, 0.82], [0.00, 0.65, -3.61]],
  "lumo_ev": [0.57, 0.57],
  "orbital_gap_ha": [0.2741, 0.2741]
}